## a
{"formula": "C24H72O24", "method": "ωB97M-V/def2-TZVPD", "multiplicity": 1, "smiles": "OCCO.OCCO.OCCO.OCCO.OCCO.OCCO.OCCO.OCCO.OCCO.OCCO.OCCO.OCCO", "orbital_gap_ev": 9.75, "lumo_energy_ev": 0.25, "species": ["O", "C", "C", "O", "H", "H", "H", "H", "H", "H", "O", "C", "C", "O", "H", "H", "H", "H", "H", "H", "O", "C", "C", "O", "H", "H", "H", "H", "H", "H", "O", "C", "C", "O", "H", "H", "H", "H", "H", "H", "O", "C", "C", "O", "H", "H", "H", "H", "H", "H", "O", "C", "C", "O", "H", "H", "H", "H", "H", "H", "O", "C", "C", "O", "H", "H", "H", "H", "H", "H", "O", "C", "C", "O", "H", "H", "H", "H", "H", "H", "O", "C", "C", "O", "H", "H", "H", "H", "H", "H", "O", "C", "C", "O", "H", "H", "H", "H", "H", "H", "O", "C", "C", "O", "H", "H", "H", "H", "H", "H", "O", "C", "C", "O", "H", "H", "H", "H", "H", "H"], "xyz": [[-26.0075, -28.2613, 18.7890], [-24.8370, -29.0843, 18.7423], [-24.3069, -29.0414, 17.2645], [-23.7843, -27.7242, 16.9278], [-26.1603, -27.9101, 19.6693], [-24.0319, -28.8246, 19.4297], [-25.0924, -30.1140, 18.9921], [-25.1940, -29.3782, 16.7282], [-23.4443, -29.6983, 17.3764], [-24.3246, -27.0475, 17.3423], [-32.5867, -29.1838, 20.3989], [-33.2276, -28.2922, 21.3911], [-34.7101, -27.9845, 21.2336], [-35.4971, -29.1666, 21.2881], [-32.7202, -30.1178, 20.5763], [-32.9959, -28.6104, 22.4076], [-32.7805, -27.3179, 21.5880], [-34.9117, -27.3112, 20.4004], [-35.0609, -27.4145, 22.0940], [-35.1168, -29.6972, 20.5842], [-24.5559, -33.1132, 18.8799], [-23.9573, -32.4199, 19.9486], [-23.0790, -33.2917, 20.6923], [-22.6819, -32.7536, 21.9286], [-25.0137, -32.6247, 18.1919], [-23.4158, -31.5095, 19.6917], [-24.7280, -31.9819, 20.5828], [-22.1832, -33.6027, 20.1548], [-23.5010, -34.2826, 20.8603], [-22.1047, -33.4552, 22.2388], [-24.8672, -27.7867, 23.7386], [-23.8867, -28.4439, 24.5343], [-23.7030, -29.9623, 24.1270], [-23.5152, -30.0975, 22.7254], [-25.6748, -28.3011, 23.8080], [-22.9272, -27.9494, 24.3830], [-24.1569, -28.3575, 25.5868], [-24.5533, -30.5952, 24.3810], [-22.8637, -30.4824, 24.5887], [-23.2450, -30.9954, 22.5194], [-26.6171, -31.0050, 26.2212], [-26.0110, -31.4749, 27.3748], [-24.7712, -32.3529, 27.0599], [-23.6257, -31.4059, 27.2688], [-25.9830, -30.6959, 25.5700], [-25.7846, -30.5693, 27.9377], [-26.7196, -32.1342, 27.8761], [-24.6756, -32.6013, 26.0028], [-24.6084, -33.0016, 27.9205], [-23.0686, -31.6976, 27.9941], [-24.5412, -25.6640, 18.9265], [-25.0868, -25.4931, 20.2070], [-24.0131, -25.7467, 21.3262], [-23.6639, -27.1089, 21.2820], [-23.8105, -25.0527, 18.8086], [-25.4655, -24.4805, 20.3455], [-25.9278, -26.1768, 20.3225], [-24.4056, -25.4415, 22.2962], [-23.1134, -25.1473, 21.1869], [-23.9236, -27.4991, 22.1198], [-26.8744, -29.3416, 23.2317], [-26.7941, -29.9628, 21.9271], [-27.9764, -29.4651, 20.9985], [-29.2526, -29.6802, 21.4912], [-27.6752, -29.7098, 23.6122], [-25.8628, -29.6112, 21.4830], [-26.7933, -31.0307, 22.1456], [-28.0305, -30.1138, 20.1243], [-27.9457, -28.4255, 20.6722], [-29.8676, -29.4166, 20.8028], [-27.7085, -26.4588, 29.3898], [-27.4310, -27.2039, 28.2054], [-28.5888, -28.0153, 27.4499], [-28.1874, -28.3620, 26.0863], [-27.2738, -26.8460, 30.1530], [-27.0612, -26.5066, 27.4536], [-26.5297, -27.7739, 28.4311], [-29.4430, -27.3725, 27.2374], [-29.0469, -28.8452, 27.9880], [-27.4821, -29.0131, 26.0971], [-29.7763, -23.5305, 20.7534], [-28.7272, -24.1406, 21.5140], [-28.9789, -25.6464, 21.7203], [-30.1187, -25.9094, 22.5378], [-30.5857, -23.8702, 21.1420], [-27.8436, -23.8952, 20.9250], [-28.6842, -23.4996, 22.3946], [-28.1679, -26.1835, 22.2121], [-29.3013, -26.2024, 20.8400], [-29.8219, -25.6964, 23.4256], [-31.8278, -34.1663, 18.0597], [-31.1702, -32.9091, 18.1482], [-30.3697, -32.6661, 19.4786], [-31.1149, -31.8005, 20.2980], [-32.6797, -33.9170, 17.6942], [-30.5431, -33.0334, 17.2654], [-31.8710, -32.1611, 17.7773], [-29.4108, -32.1740, 19.3160], [-30.0420, -33.6145, 19.9044], [-30.7151, -31.7054, 21.1656], [-32.3720, -31.1814, 23.4850], [-31.2089, -30.9850, 24.3144], [-30.0325, -31.9176, 23.9118], [-30.3217, -33.2087, 24.2241], [-33.0272, -30.4907, 23.6079], [-30.8767, -29.9521, 24.4188], [-31.3467, -31.3088, 25.3461], [-29.1535, -31.6401, 24.4935], [-29.7819, -31.6002, 22.8996], [-31.1184, -33.4729, 23.7582], [-25.3056, -35.3487, 22.9196], [-26.1059, -34.6192, 22.0580], [-27.4153, -34.3258, 22.7757], [-27.0722, -33.6694, 24.0399], [-25.2058, -34.8438, 23.7300], [-25.6420, -33.7090, 21.6778], [-26.3043, -35.2534, 21.1940], [-27.9902, -35.2168, 23.0281], [-28.0230, -33.8006, 22.0388], [-27.8183, -33.5856, 24.6381]], "mulliken_charge": [-0.47, 0.36, -0.55, -0.56, -0.19, 0.25, -0.07, 0.30, 0.33, 0.39, -0.47, 0.07, -0.51, -0.51, 0.29, -0.05, 0.26, 0.29, 0.34, 0.32, -0.61, 0.79, -0.73, -0.51, 0.32, 0.37, -0.67, 0.45, 0.37, 0.27, -0.66, -0.73, 0.24, -0.41, 0.18, 0.35, 0.44, -0.26, 0.48, 0.18, -0.28, -0.35, -0.33, -0.50, -0.05, 0.21, 0.33, 0.04, 0.46, 0.26, -0.43, 0.34, -0.47, -0.43, 0.30, 0.28, -0.40, 0.32, 0.33, 0.29, 0.55, 0.85, -0.84, -0.05, -0.29, -0.04, -0.25, 0.38, -0.03, 0.18, -0.57, -0.29, -0.42, -0.23, 0.33, 0.19, 0.26, 0.30, 0.30, 0.07, -0.55, -0.19, 0.16, -0.48, 0.31, 0.11, 0.31, 0.01, 0.09, 0.29, -0.52, -0.83, 0.06, -0.38, 0.34, 0.31, 0.40, 0.19, 0.24, 0.11, -0.57, -0.56, 0.81, -0.58, 0.26, 0.33, 0.42, -0.09, -0.44, 0.41, -0.61, 0.03, -0.14, -0.40, 0.37, -0.34, 0.41, 0.51, -0.01, 0.18]}


## b
{"formula": "C24H72O24", "method": "ωB97M-V/def2-TZVPD", "multiplicity": 1, "smiles": "OCCO.OCCO.OCCO.OCCO.OCCO.OCCO.OCCO.OCCO.OCCO.OCCO.OCCO.OCCO", "orbital_gap_ev": 9.66, "lumo_energy_ev": -0.05, "species": ["O", "C", "C", "O", "H", "H", "H", "H", "H", "H", "O", "C", "C", "O", "H", "H", "H", "H", "H", "H", "O", "C", "C", "O", "H", "H", "H", "H", "H", "H", "O", "C", "C", "O", "H", "H", "H", "H", "H", "H", "O", "C", "C", "O", "H", "H", "H", "H", "H", "H", "O", "C", "C", "O", "H", "H", "H", "H", "H", "H", "O", "C", "C", "O", "H", "H", "H", "H", "H", "H", "O", "C", "C", "O", "H", "H", "H", "H", "H", "H", "O", "C", "C", "O", "H", "H", "H", "H", "H", "H", "O", "C", "C", "O", "H", "H", "H", "H", "H", "H", "O", "C", "C", "O", "H", "H", "H", "H", "H", "H", "O", "C", "C", "O", "H", "H", "H", "H", "H", "H"], "xyz": [[5.8209, 1.8633, 1.6730], [5.2917, 0.5403, 1.8183], [6.2957, -0.4473, 1.3600], [7.4846, -0.3436, 2.1654], [6.7266, 1.7400, 1.9821], [5.2022, 0.2523, 2.8698], [4.3435, 0.5457, 1.2837], [6.4447, -0.4153, 0.2775], [5.9483, -1.4786, 1.4693], [8.2387, -0.4142, 1.5742], [-5.6290, -1.5552, 0.9844], [-5.3863, -2.5766, 0.0542], [-3.9516, -2.7700, -0.4593], [-3.3043, -1.6350, -0.9362], [-6.2784, -1.8572, 1.6228], [-5.6318, -3.5861, 0.3932], [-6.0055, -2.4025, -0.8304], [-3.8632, -3.5221, -1.2459], [-3.2988, -3.0514, 0.3728], [-2.5506, -1.4919, -0.3543], [-2.1057, -7.5983, -0.1594], [-1.8025, -6.5755, -1.0960], [-0.4634, -5.9235, -0.6505], [-0.6693, -4.9733, 0.4308], [-2.6053, -7.2724, 0.5939], [-1.7139, -7.2145, -1.9754], [-2.5813, -5.8232, -1.2262], [-0.0491, -5.3571, -1.4871], [0.1923, -6.7661, -0.4306], [-0.1768, -4.1774, 0.2081], [-3.3597, -2.9671, 5.0663], [-3.4637, -1.5725, 4.7834], [-2.6025, -1.0567, 3.6251], [-1.2143, -1.1210, 3.8739], [-2.4319, -3.1951, 5.1771], [-4.4997, -1.4256, 4.4786], [-3.2544, -1.0549, 5.7217], [-3.0008, -0.1261, 3.2150], [-2.8456, -1.7458, 2.8080], [-0.8243, -0.8798, 3.0286], [1.4448, 1.7708, -0.4117], [1.1376, 0.3703, -0.1641], [-0.3574, 0.0533, -0.0387], [-0.6290, -1.3103, -0.1896], [0.9253, 2.2912, 0.2182], [1.5187, -0.1527, -1.0437], [1.7774, 0.0350, 0.6536], [-0.9182, 0.5808, -0.8103], [-0.6011, 0.4516, 0.9509], [0.1416, -1.6942, 0.2493], [4.0429, 4.2252, 1.8937], [2.7334, 3.8334, 2.1248], [1.7564, 4.5582, 1.1260], [0.4598, 3.9465, 1.0876], [4.6439, 3.5228, 2.1583], [2.7058, 2.7479, 2.0017], [2.4548, 4.1086, 3.1447], [2.1070, 4.6848, 0.1015], [1.6719, 5.5690, 1.5309], [-0.2228, 4.4843, 0.6822], [-1.2663, 3.7825, 5.1964], [-1.0934, 2.9617, 4.0693], [-2.3159, 2.9999, 3.1178], [-2.1898, 2.0890, 2.0565], [-0.4389, 4.1588, 5.5001], [-0.2257, 3.3467, 3.5281], [-0.8723, 1.9008, 4.2149], [-2.4035, 3.9893, 2.6563], [-3.2691, 2.9437, 3.6496], [-3.0609, 1.9665, 1.6672], [0.8876, 2.1317, -3.4356], [-0.5315, 2.0180, -3.3404], [-1.1530, 2.2789, -4.6684], [-0.9443, 1.2894, -5.6574], [1.2373, 2.1932, -2.5394], [-1.0488, 1.1105, -3.0083], [-0.9154, 2.6898, -2.5685], [-0.7412, 3.1948, -5.1007], [-2.2256, 2.4293, -4.5326], [-0.2083, 1.5639, -6.2077], [-4.2441, 0.9110, 0.0777], [-3.8204, 1.4677, -1.1284], [-5.0100, 1.8051, -2.0295], [-5.3616, 0.6611, -2.8839], [-4.3457, -0.0224, -0.1436], [-3.3252, 2.4099, -0.8789], [-3.1035, 0.8150, -1.6301], [-4.6974, 2.7408, -2.5011], [-5.8735, 2.1203, -1.4453], [-5.0577, 0.7476, -3.7905], [3.3747, -2.3672, -1.6295], [3.1413, -1.9050, -2.9429], [2.7794, -3.2095, -3.7821], [4.0054, -3.8804, -4.1391], [4.3031, -2.5674, -1.4889], [2.3540, -1.1566, -2.8552], [4.0609, -1.4215, -3.2733], [2.3887, -2.8308, -4.7281], [2.0636, -3.8103, -3.2251], [4.0969, -3.8898, -5.0935], [2.3006, -3.6941, 3.6542], [1.8216, -4.0794, 2.3884], [2.6725, -3.6067, 1.2004], [1.7637, -2.7658, 0.4428], [3.2211, -3.9619, 3.7126], [1.8598, -5.1704, 2.2958], [0.7485, -3.9048, 2.3492], [3.0791, -4.4369, 0.6171], [3.5824, -3.0209, 1.3595], [2.3110, -2.6093, -0.3491], [0.8997, 6.4171, -4.4735], [1.5539, 5.4638, -3.6411], [0.6327, 4.9475, -2.5005], [0.0909, 6.0407, -1.7846], [0.6270, 7.1220, -3.8776], [1.9697, 4.6793, -4.2719], [2.4587, 5.8693, -3.1780], [1.1498, 4.1600, -1.9508], [-0.1810, 4.4668, -3.0442], [-0.7296, 5.7823, -1.3597]], "mulliken_charge": [-0.58, 0.14, -0.65, -0.53, 0.34, 0.26, 0.00, 0.40, 0.26, 0.32, -0.51, -0.78, -0.18, -0.49, 0.33, 0.50, 0.30, 0.33, 0.25, 0.22, -0.55, -0.42, 0.10, -0.45, 0.32, 0.31, 0.09, 0.06, 0.28, 0.18, -0.55, -0.75, 0.62, -0.63, 0.32, 0.30, 0.35, 0.01, 0.03, 0.22, -0.54, 0.10, 1.19, -0.29, 0.10, -0.32, 0.48, -0.57, -0.08, 0.07, -0.57, -0.07, -0.50, -0.29, 0.36, 0.04, 0.23, 0.16, 0.57, 0.08, -0.57, 0.56, -0.64, -0.05, 0.34, -0.50, 0.16, 0.29, 0.47, 0.01, -0.67, 0.33, -0.78, -0.56, 0.26, 0.37, 0.06, 0.40, 0.24, 0.34, -0.50, 0.46, -0.91, -0.53, 0.09, 0.26, 0.12, 0.38, 0.36, 0.30, -0.50, -0.15, -0.32, -0.53, 0.18, 0.05, 0.32, 0.41, 0.09, 0.32, -0.57, -0.43, 0.04, -0.49, 0.31, 0.36, 0.24, 0.28, -0.07, 0.38, -0.55, -0.93, 1.10, -0.62, 0.34, 0.33, 0.38, -0.29, -0.05, 0.32]}


Winner for stability: b


## a
{"formula": "C5H14N3O", "method": "ωB97M-V/def2-TZVPD", "multiplicity": 1, "orbital_gap_ev": [8.69, 8.69], "total_charge": 1, "lumo_energy_ev": [-4.52, -4.52], "species": ["C", "C", "C", "C", "C", "N", "N", "N", "O", "H", "H", "H", "H", "H", "H", "H", "H", "H", "H", "H", "H", "H", "H"], "xyz": [[1.5870, -1.3170, -0.0275], [0.7857, 1.4344, -0.7389], [-1.3422, 1.0922, 0.2066], [0.5374, 0.7845, 1.7389], [0.2967, -0.7658, 0.1181], [-2.0212, -1.6158, 0.2404], [-0.7786, -1.6578, 0.0486], [0.0701, 0.6300, 0.4229], [2.6339, -0.7538, -0.0005], [1.5588, -2.3899, -0.1870], [0.3170, 2.4174, -0.8324], [1.8963, 1.5217, -0.5448], [0.6091, 0.8576, -1.7017], [-1.6928, 0.7062, -0.7736], [-2.0990, 0.7192, 0.9305], [-1.3627, 2.2432, 0.1638], [1.6512, 0.9257, 1.7791], [0.0450, 1.6986, 2.2250], [0.2615, -0.0236, 2.4882], [0.1566, -0.7003, -2.4477], [-2.5854, -2.4491, 0.1958], [-0.2188, -0.6866, -3.2299], [-0.3057, -2.6709, -0.0739]], "nbo_charge": [0.34, -0.40, -0.43, -0.45, 0.07, -0.42, -0.13, -0.26, -0.52, 0.12, 0.23, 0.27, 0.25, 0.24, 0.27, 0.24, 0.27, 0.24, 0.26, -0.08, 0.39, 0.07, 0.41]}


## b
{"formula": "C5H14N3O", "method": "ωB97M-V/def2-TZVPD", "multiplicity": 1, "orbital_gap_ev": 11.34, "total_charge": 1, "lumo_energy_ev": -2.52, "species": ["C", "C", "C", "C", "C", "N", "N", "N", "O", "H", "H", "H", "H", "H", "H", "H", "H", "H", "H", "H", "H", "H", "H"], "xyz": [[1.0512, 0.3943, -0.7198], [-1.2653, 1.0531, 1.5558], [-2.6114, -0.3400, -0.0748], [-1.1912, -2.5978, 1.0586], [-1.3692, -0.2284, 0.7665], [-0.1280, -0.0511, -0.5052], [2.1272, 0.7981, -0.8872], [4.2830, 1.7510, -1.7813], [-0.9704, -1.2628, 1.5026], [-1.3179, 1.9145, 0.8999], [-0.3440, 1.0715, 2.1310], [-2.0990, 1.0955, 2.2546], [-2.7975, 0.6001, -0.5851], [-2.5753, -1.1393, -0.8130], [-3.4497, -0.5304, 0.5917], [-2.2536, -2.8057, 0.9214], [-0.7946, -3.2316, 1.8448], [-0.6503, -2.7966, 0.1303], [-0.4963, -0.5673, -1.2945], [3.1057, 1.2446, -1.2712], [4.1322, 2.1447, -2.7045], [4.6430, 2.4745, -1.1672], [4.9715, 1.0094, -1.8536]], "nbo_charge": [0.69, -0.66, -0.70, -0.26, 0.60, -0.76, -0.55, -1.00, -0.49, 0.23, 0.24, 0.25, 0.25, 0.23, 0.26, 0.19, 0.23, 0.18, 0.42, 0.43, 0.41, 0.41, 0.41]}


Winner for stability: b


## a
{"formula": "C3H5NO2S", "method": "ωB97M-V/def2-TZVPD", "multiplicity": 1, "orbital_gap_ev": [9.11, 7.52], "lumo_energy_ev": [0.47, -0.69], "species": ["C", "C", "C", "N", "O", "O", "S", "H", "H", "H", "H", "H"], "xyz": [[0.5595, -0.5760, -0.1037], [-0.2872, 0.6125, -0.3555], [-0.7229, -0.3940, 0.6145], [-4.1136, 1.2127, 0.8256], [-3.8404, 0.9416, -0.2587], [-2.7617, -0.8073, -0.8805], [-2.0781, -1.5821, 0.1847], [0.6169, -1.2675, -0.8262], [1.4942, -0.5183, 0.5495], [0.2721, 1.5671, -0.1960], [-0.8545, 0.7238, -1.3401], [-0.8036, -0.0856, 1.6066]], "nbo_charge": [-0.40, -0.43, -0.45, 0.17, -0.14, -0.77, 0.89, 0.21, 0.21, 0.24, 0.24, 0.23]}


## b
{"formula": "C3H5NO2S", "method": "ωB97M-V/def2-TZVPD", "multiplicity": 1, "smiles": "C[C@@H]1S[C@H]1[N+](=O)[O-]", "orbital_gap_ev": 8.57, "lumo_energy_ev": -1.02, "species": ["C", "C", "S", "C", "N", "O", "O", "H", "H", "H", "H", "H"], "xyz": [[1.5742, -0.9438, 0.2118], [0.6346, 0.1150, -0.2336], [0.5858, 1.7702, 0.6014], [-0.7677, 0.2307, 0.2826], [-2.0451, 0.6167, -0.3420], [-2.9508, 0.6283, 0.4672], [-2.2135, 0.7572, -1.5165], [1.5816, -1.0451, 1.2327], [2.6358, -0.7200, -0.2373], [1.2341, -1.8131, -0.4407], [0.8204, 0.3551, -1.3330], [-1.0894, 0.0487, 1.3075]], "nbo_charge": [-0.61, -0.32, 0.06, -0.12, 0.51, -0.38, -0.34, 0.22, 0.23, 0.23, 0.26, 0.27]}


## c
{"formula": "C3H5NO2S", "method": "ωB97M-V/def2-TZVPD", "multiplicity": 1, "smiles": "O=C(O)CNC=S", "orbital_gap_ev": 9.03, "lumo_energy_ev": 0.46, "species": ["O", "C", "O", "C", "N", "C", "S", "H", "H", "H", "H", "H"], "xyz": [[-2.3795, 0.2158, 0.4871], [-1.2832, -0.2654, 0.5906], [-0.6892, -0.6139, 1.7555], [-0.4613, -0.2695, -0.8129], [0.9723, -0.3705, -0.7757], [1.5873, 0.7502, -0.1928], [0.7559, 1.9788, 0.6377], [-1.3103, -0.6657, 2.5691], [-0.8100, -1.0062, -1.5254], [-0.6202, 0.7224, -1.4077], [1.5740, -1.1244, -1.1381], [2.6642, 0.6483, -0.1875]], "nbo_charge": [-0.58, 0.80, -0.70, -0.34, -0.59, -0.05, -0.15, 0.52, 0.23, 0.25, 0.42, 0.19]}


## d
{"formula": "C3H5NO2S", "method": "ωB97M-V/def2-TZVPD", "multiplicity": 1, "smiles": "C=CC=O.O=NS", "orbital_gap_ev": 9.20, "lumo_energy_ev": -0.13, "species": ["C", "C", "C", "O", "H", "H", "H", "H", "O", "N", "S", "H"], "xyz": [[-1.5103, 0.8720, 0.2940], [-1.0046, -0.3006, 0.6216], [0.4841, -0.6793, 0.3539], [1.3737, 0.1159, 0.2271], [-2.5747, 1.1595, 0.4459], [-0.9139, 1.7219, -0.2256], [-1.6191, -0.9664, 1.1510], [0.5429, -1.7732, 0.1702], [3.6753, -2.1412, -2.8384], [3.4305, -1.3763, -1.9464], [4.4584, 0.0440, -1.9466], [4.0992, 0.3553, -0.6240]], "nbo_charge": [-0.31, -0.34, 0.43, -0.51, 0.20, 0.21, 0.21, 0.11, -0.29, 0.02, 0.11, 0.15]}


Winner for stability: c